C57H105F4N3O21 | ωB97M-V with the def2-TZVPD basis set

Geometry (Å):
C (-3.781, 4.859, -1.252)
C (-3.660, 4.780, 0.325)
C (-2.901, 3.471, 0.710)
C (-1.368, 3.649, 0.799)
C (-0.920, 4.877, 1.553)
C (-1.586, 6.146, 1.028)
N (-3.064, 6.016, 0.940)
O (-3.687, 7.160, 0.539)
C (-1.217, 7.256, 2.078)
C (-0.943, 6.724, -0.243)
C (-5.114, 4.688, 0.828)
H (-4.387, 5.687, -1.619)
H (-4.100, 3.872, -1.588)
H (-2.834, 4.992, -1.776)
H (-3.400, 2.939, 1.520)
H (-3.002, 2.741, -0.093)
H (-1.088, 3.673, -0.254)
H (-0.849, 2.770, 1.183)
H (0.156, 4.981, 1.415)
H (-1.043, 4.756, 2.630)
H (-0.136, 7.288, 2.215)
H (-1.720, 8.207, 1.901)
H (-1.801, 6.998, 2.961)
H (0.134, 6.640, -0.097)
H (-1.241, 6.108, -1.091)
H (-1.166, 7.775, -0.426)
H (-5.692, 5.573, 0.559)
H (-5.282, 4.495, 1.887)
H (-5.731, 4.037, 0.209)
H (-4.087, 7.418, 1.372)
C (-2.348, -0.587, -6.853)
C (-1.566, -0.257, -5.544)
C (-1.970, -1.129, -4.309)
C (-1.409, -2.568, -4.422)
C (0.109, -2.433, -4.383)
C (0.710, -1.538, -5.555)
N (-0.080, -0.294, -5.811)
O (0.526, 0.654, -6.546)
C (2.123, -1.092, -5.153)
C (0.772, -2.353, -6.822)
C (-1.974, 1.223, -5.107)
H (-2.031, -1.458, -7.427)
H (-2.230, 0.213, -7.584)
H (-3.433, -0.565, -6.750)
H (-1.622, -0.690, -3.374)
H (-3.042, -1.117, -4.110)
H (-1.819, -2.966, -5.350)
H (-1.621, -3.312, -3.654)
H (0.577, -3.416, -4.330)
H (0.325, -1.907, -3.453)
H (2.700, -0.614, -5.944)
H (2.032, -0.309, -4.401)
H (2.807, -1.846, -4.763)
H (-0.172, -2.869, -6.999)
H (1.006, -1.740, -7.693)
H (1.614, -3.044, -6.788)
H (-1.467, 1.513, -4.187)
H (-3.051, 1.235, -4.936)
H (-1.722, 1.918, -5.908)
H (0.902, 1.227, -5.874)
C (3.160, 0.849, 2.128)
C (4.144, 1.774, 1.501)
C (4.190, 2.985, 2.506)
C (5.175, 2.748, 3.713)
C (6.470, 2.056, 3.263)
C (6.309, 0.818, 2.319)
N (5.455, 1.204, 1.196)
O (5.318, 0.167, 0.264)
C (7.768, 0.555, 1.803)
C (6.016, -0.446, 3.086)
C (3.450, 2.348, 0.250)
H (3.254, 0.783, 3.211)
H (3.308, -0.171, 1.775)
H (2.110, 1.080, 1.948)
H (4.411, 3.888, 1.936)
H (3.153, 3.104, 2.819)
H (4.696, 2.052, 4.402)
H (5.308, 3.706, 4.215)
H (7.036, 1.727, 4.134)
H (7.070, 2.762, 2.689)
H (8.576, 0.491, 2.532)
H (7.907, -0.340, 1.198)
H (8.107, 1.294, 1.078)
H (5.185, -0.258, 3.766)
H (5.960, -1.376, 2.520)
H (6.703, -0.564, 3.924)
H (3.877, 3.228, -0.231)
H (2.423, 2.611, 0.504)
H (3.336, 1.621, -0.554)
H (5.957, 0.409, -0.409)
C (3.395, -3.119, 1.592)
C (4.387, -4.243, 1.608)
O (4.064, -5.380, 2.009)
C (5.766, -3.982, 1.039)
H (3.683, -2.241, 1.013)
H (3.213, -2.705, 2.584)
H (2.418, -3.486, 1.279)
H (5.919, -4.795, 0.329)
H (6.486, -4.015, 1.856)
H (5.964, -3.058, 0.495)
C (3.138, -1.634, -2.041)
C (3.025, -3.162, -2.068)
O (2.127, -3.819, -1.559)
C (4.163, -3.845, -2.787)
H (2.199, -1.167, -2.339)
H (3.949, -1.191, -2.620)
H (3.292, -1.289, -1.019)
H (4.872, -4.318, -2.107)
H (4.831, -3.157, -3.306)
H (3.750, -4.642, -3.404)
C (0.719, 2.244, -2.394)
C (0.743, 3.209, -3.583)
O (1.132, 2.946, -4.695)
C (0.284, 4.677, -3.360)
H (1.619, 1.631, -2.444)
H (-0.117, 1.556, -2.519)
H (0.681, 2.839, -1.482)
H (0.783, 5.190, -2.538)
H (-0.783, 4.719, -3.138)
H (0.476, 5.270, -4.254)
C (-4.886, 0.118, 2.323)
C (-3.683, -0.187, 3.250)
O (-3.042, 0.766, 3.685)
C (-3.341, -1.659, 3.577)
H (-5.466, 0.910, 2.796)
H (-5.489, -0.780, 2.185)
H (-4.529, 0.365, 1.323)
H (-4.300, -2.177, 3.590)
H (-2.917, -1.587, 4.579)
H (-2.651, -2.095, 2.855)
C (-4.844, 0.520, -1.876)
C (-6.058, 0.364, -2.754)
O (-7.000, 1.223, -2.780)
C (-6.101, -0.905, -3.604)
H (-3.996, 0.243, -2.504)
H (-4.971, -0.104, -0.992)
H (-4.804, 1.557, -1.544)
H (-6.187, -1.850, -3.067)
H (-5.142, -0.938, -4.121)
H (-6.801, -0.855, -4.438)
C (-4.578, -4.241, 0.351)
C (-4.875, -3.187, -0.674)
O (-5.948, -2.577, -0.730)
C (-3.851, -2.911, -1.743)
H (-3.927, -3.752, 1.076)
H (-4.147, -5.131, -0.107)
H (-5.532, -4.505, 0.807)
H (-3.741, -3.735, -2.449)
H (-2.926, -2.624, -1.244)
H (-4.116, -2.072, -2.386)
C (-0.393, 0.434, 5.763)
C (-0.194, 1.734, 4.997)
O (1.232, 1.871, 5.007)
C (1.756, 1.136, 6.063)
O (2.905, 1.135, 6.451)
O (0.753, 0.363, 6.607)
F (-0.741, 2.789, 5.501)
H (-0.511, -0.509, 5.228)
H (-1.335, 0.483, 6.308)
H (-0.540, 1.826, 3.967)
C (0.654, -1.307, 0.111)
C (-0.229, -1.324, 1.324)
O (-1.478, -1.122, 0.681)
C (-1.281, -0.270, -0.295)
O (-2.119, 0.400, -0.850)
O (0.012, -0.262, -0.610)
F (0.188, -0.321, 2.086)
H (0.501, -2.209, -0.481)
H (1.717, -1.135, 0.279)
H (-0.199, -2.264, 1.875)
C (-1.239, -3.915, 7.299)
C (-1.910, -4.588, 6.079)
O (-0.878, -4.367, 5.134)
C (-0.244, -3.279, 5.405)
O (0.474, -2.717, 4.606)
O (-0.601, -2.838, 6.593)
F (-3.079, -4.017, 5.704)
H (-0.592, -4.561, 7.893)
H (-2.016, -3.454, 7.909)
H (-2.071, -5.646, 6.286)
C (0.109, -5.935, 1.321)
C (0.570, -6.864, 0.197)
O (-0.475, -6.661, -0.672)
C (-0.802, -5.299, -0.625)
O (-1.360, -4.626, -1.497)
O (-0.405, -4.821, 0.570)
F (0.626, -8.033, 0.775)
H (0.945, -5.629, 1.951)
H (-0.619, -6.380, 1.998)
H (1.575, -6.611, -0.141)

Properties
* E_tot: -119143.2134 eV
* maximum force: 5.34 eV/A
* multiplicity: 1